w | DFT (ωB97M-V/def2-TZVPD) results for a 4-piece molecular cluster, C5H10O2S overall.

Last columns: bonded neighbours and bond lengths (Å).
Element x y z (Å)
1 C -0.41079 -2.04600 -0.77794  O16 1.393
2 C 0.38327 -0.15064 0.52048  C3 1.536, C4 1.535, O16 1.478, S18 1.901
3 C 1.00593 0.20153 1.87982  C2 1.536, H9 1.044, H10 1.184, H11 1.144
4 C -0.94789 0.56378 0.24957  C2 1.535, H12 0.987, H13 1.175, O17 1.425
5 C 0.04989 1.83490 -1.37701  H14 1.059, H15 1.205, O17 1.513, S18 1.864
6 H -1.63802 -2.66999 -0.32838  no bonds
7 H -0.60757 -0.89689 -1.75049  no bonds
8 H 0.55045 -3.08204 -1.21016  no bonds
9 H 0.40117 -0.23981 2.60713  C3 1.044
10 H 1.91077 -0.52239 2.12390  C3 1.184
11 H 1.51973 1.22032 1.95704  C3 1.144
12 H -1.38010 0.11541 -0.51564  C4 0.987
13 H -1.73880 0.46858 1.11343  C4 1.175
14 H 0.36805 2.82499 -1.57528  C5 1.059
15 H -0.44054 1.38456 -2.38118  C5 1.205
16 O 0.24938 -1.61472 0.36984  C1 1.393, C2 1.478
17 O -0.68625 1.93060 -0.05809  C4 1.425, C5 1.513
18 S 1.41132 0.67780 -0.84703  C2 1.901, C5 1.864

Here are the Löwdin charges for atoms 1 to 8, given in e:
1. C -0.195
2. C -0.677
3. C -0.073
4. C -0.266
5. C -0.385
6. H 0.163
7. H 0.174
8. H 0.175

=====

x | DFT (ωB97M-V/def2-TZVPD) results for an isolated molecule of C5H10O2S.

Last columns: bonded neighbours and bond lengths (Å).
Element x y z (Å)
1 C 1.63824 -1.15130 -0.62328  C2 1.506, H9 1.001, H10 1.136, H11 1.160
2 C 0.38895 -1.21349 0.21490  C1 1.506, C3 1.491, H12 1.081, H13 1.051
3 C -0.64033 -0.38722 -0.47954  C2 1.491, O4 1.390, S5 1.936, C6 1.833
4 O -0.85101 -0.33870 -1.85223  C3 1.390, H14 0.916
5 S -2.27668 -0.58296 0.53614  C3 1.936, H15 1.366
6 C -0.41266 1.38643 -0.07677  C3 1.833, C7 1.460, O8 1.197
7 C -0.23614 1.81476 1.30763  C6 1.460, H16 1.125, H17 1.021, H18 1.079
8 O -0.44317 2.09205 -1.04315  C6 1.197
9 H 2.36249 -1.74370 -0.26784  C1 1.001
10 H 1.98124 -0.07550 -0.74728  C1 1.136
11 H 1.41731 -1.35803 -1.74311  C1 1.160
12 H -0.03690 -2.20569 0.16236  C2 1.081
13 H 0.44866 -0.66540 1.11008  C2 1.051
14 H -0.71065 0.51744 -2.14536  O4 0.916
15 H -2.19455 -1.94171 0.64718  S5 1.366
16 H -0.03326 2.91844 1.22629  C7 1.125
17 H -0.99636 1.56473 1.94189  C7 1.021
18 H 0.59482 1.36985 1.83208  C7 1.079

Properties
**SMILES**: CC[C@@](O)(S)C(C)=O

Here are the Löwdin charges for atoms 1 to 8, given in e:
1. C -0.077
2. C -0.267
3. C -0.655
4. O -0.018
5. S 0.754
6. C -0.374
7. C -0.034
8. O 0.094

=====

The least stable of them is w.